Computed, not measured: the molecule H4N3OPS at a distorted geometry, with ωB97M-V/def2-TZVPD.

Each line ends with the Mulliken charge.
Positions of all 10 atoms, in Å:
N -1.155 0.271 1.159  -0.362
N -1.211 0.265 -1.107  -0.364
N 1.090 -0.600 -0.296  -0.448
O 0.819 2.617 0.125  -0.618
P 0.070 0.625 -0.079  0.611
S -2.528 0.585 0.001  0.004
H -1.377 0.538 2.094  0.289
H -1.460 0.685 -1.990  0.310
H 2.016 -0.582 -0.820  0.295
H 0.446 -1.368 -0.377  0.284

Summary:
Maximum force: 7.62 eV/Å
Relative energy (zero: lowest compared OMol25 entry of this formula, charge and spin): 119.5 kcal/mol
Spin multiplicity: 1
HOMO-LUMO gap: 8.137 eV
Total charge: 0
HOMO level: -8.50 eV



Computed, not measured: the ion C4H11N2O2 with charge +1 at a distorted geometry, with ωB97M-V/def2-TZVPD.

Each line ends with the Mulliken charge.
Positions of all 19 atoms, in Å:
N 0.206 -1.336 -2.918  -0.369
C 0.559 -0.883 -1.475  -0.815
C -0.800 -0.284 -0.715  0.651
O -1.923 -0.392 -1.253  -0.666
N -0.789 0.314 0.436  -0.075
C 0.429 0.445 1.190  -0.238
C -0.076 0.855 2.542  -0.927
O -0.654 2.131 2.574  -0.516
H -0.875 -1.679 -2.946  0.421
H 0.887 -2.116 -3.293  0.402
H 0.333 -0.537 -3.521  0.357
H 0.867 -1.770 -0.903  0.364
H 1.468 -0.209 -1.453  0.364
H -1.627 0.693 0.884  0.315
H 1.047 -0.463 1.213  0.380
H 1.063 1.291 0.689  0.244
H 0.790 0.822 3.282  0.377
H -0.822 0.221 2.891  0.410
H -0.083 2.897 2.775  0.321

Summary:
Maximum force: 4.82 eV/Å
Relative energy (zero: lowest compared OMol25 entry of this formula, charge and spin): 54.6 kcal/mol
SMILES string: [NH3+]CC(=O)NCCO
Spin multiplicity: 1
HOMO-LUMO gap: 9.678 eV
Total charge: +1
HOMO level: -13.54 eV



Computed, not measured: the molecule C4H5NO2, with ωB97M-V/def2-TZVPD.

Each line ends with the Mulliken charge.
Positions of all 12 atoms, in Å:
O -1.311 1.054 0.712  -0.452
C -1.196 -0.259 0.165  0.080
C 0.196 -0.669 0.671  -0.351
C 1.248 -0.682 -0.357  -0.224
N 0.903 0.574 0.332  -0.491
C -0.276 1.254 -0.266  0.189
O -0.903 0.328 -1.147  -0.502
H -2.049 -0.930 0.286  0.482
H 0.322 -1.072 1.671  0.324
H 0.938 -0.805 -1.389  0.215
H 2.226 -1.072 -0.092  0.260
H -0.099 2.280 -0.586  0.471

Summary:
Maximum force: 0.63 eV/Å
Relative energy (zero: lowest compared OMol25 entry of this formula, charge and spin): 82.3 kcal/mol
Spin multiplicity: 1
HOMO-LUMO gap: 11.112 eV
Total charge: 0
HOMO level: -10.10 eV



Computed, not measured: a cluster of 3 separate species, C4H12BrO2 in total at a distorted geometry, with ωB97M-V/def2-TZVPD.

Each line ends with the Mulliken charge.
Positions of all 19 atoms, in Å:
Br -10.572 13.042 10.814  -0.875
C -12.744 13.979 5.807  -1.392
C -12.587 14.099 7.342  0.700
C -13.702 13.396 8.107  -1.207
O -11.314 13.584 7.623  -0.458
H -13.645 14.479 5.458  0.392
H -12.714 12.926 5.528  0.331
H -11.839 14.455 5.425  0.329
H -12.633 15.175 7.566  0.151
H -13.335 12.425 8.448  0.326
H -14.614 13.227 7.532  0.327
H -13.960 13.964 9.003  0.319
H -11.200 13.487 8.600  0.112
C -9.923 9.621 12.471  -0.499
O -10.999 9.610 11.553  -0.463
H -10.193 10.177 13.371  0.221
H -9.715 8.577 12.717  0.230
H -9.012 10.019 12.013  0.236
H -11.182 10.527 11.289  0.218

Summary:
Maximum force: 1.27 eV/Å
Relative energy (zero: lowest compared OMol25 entry of this formula, charge and spin): 3.8 kcal/mol
Spin multiplicity: 1
HOMO-LUMO gap: 8.185 eV
Total charge: -1
HOMO level: -4.45 eV



Computed, not measured: a structure of composition C46H43F7O2S at a distorted geometry, with ωB97M-V/def2-TZVPD.

Each line ends with the Mulliken charge.
Positions of all 99 atoms, in Å:
F 6.086 23.743 32.213  -0.296
C 5.053 23.489 31.446  0.178
C 4.161 22.402 31.865  -0.699
C 3.117 22.173 31.085  -0.442
C 2.843 22.851 29.810  -0.839
C 3.769 23.781 29.360  0.138
C 4.871 24.112 30.196  -0.239
H 4.518 21.908 32.746  0.457
H 2.384 21.477 31.392  0.352
H 1.923 22.591 29.537  0.659
H 3.762 24.095 28.354  0.397
H 5.588 24.878 29.842  0.301
F 3.945 27.639 26.643  -0.081
C 5.132 27.707 27.341  -0.045
C 5.581 28.969 27.742  -0.140
C 6.870 29.115 28.199  -0.680
C 7.747 28.024 28.381  -0.892
C 7.254 26.761 28.173  -0.371
C 5.999 26.640 27.508  0.147
H 5.084 29.962 27.710  0.796
H 7.317 30.009 28.552  0.685
H 8.778 28.164 28.830  0.270
H 7.665 25.763 28.329  0.493
H 5.678 25.561 27.055  -0.137
F 7.451 27.156 31.967  -0.254
C 7.420 28.245 32.754  0.464
C 7.789 29.399 32.112  0.311
C 7.942 30.641 32.862  -1.018
C 7.488 30.579 34.243  -0.397
C 7.075 29.356 34.886  -0.587
C 7.014 28.189 34.130  -0.336
H 8.088 29.188 31.070  0.149
H 8.343 31.330 32.372  0.732
H 7.569 31.580 34.741  0.287
H 6.659 29.451 35.896  0.367
H 6.706 27.188 34.699  0.233
F 7.555 23.651 27.572  -0.181
C 7.089 22.476 27.077  0.456
C 6.025 22.399 26.209  -0.470
C 5.507 21.170 25.825  -0.312
C 6.115 19.977 26.182  -0.679
C 7.220 20.070 26.973  -0.176
C 7.707 21.237 27.507  -0.637
H 5.376 23.148 26.101  0.424
H 4.596 21.148 25.399  0.571
H 5.575 19.071 25.907  0.360
H 7.939 19.232 27.273  0.226
H 8.647 21.387 28.028  0.398
F 1.713 28.569 26.011  -0.327
C 1.788 29.157 24.808  0.426
C 2.870 28.824 23.870  0.049
C 2.867 29.449 22.670  -0.195
C 1.924 30.299 22.265  -0.435
C 0.763 30.621 23.183  -0.520
C 0.799 29.939 24.304  -0.319
H 3.896 28.231 24.191  0.063
H 3.851 29.152 22.160  0.247
H 2.017 30.906 21.309  0.272
H 0.066 31.406 22.928  0.444
H -0.082 30.191 24.928  0.286
F 2.410 22.750 26.241  -0.151
C 1.292 23.514 26.132  0.457
C 1.473 24.923 25.950  -0.194
C 0.223 25.571 25.618  -0.111
C -0.953 24.877 25.378  -0.854
C -0.979 23.511 25.336  -0.187
C 0.092 22.816 25.845  -0.815
H 2.475 25.339 26.032  0.490
H 0.170 26.658 25.420  0.224
H -1.829 25.356 25.135  0.475
H -1.911 23.016 24.910  0.287
H 0.062 21.744 25.762  0.393
F 4.645 34.627 27.984  -0.372
C 4.978 33.640 27.011  0.336
C 3.921 33.131 26.226  -0.590
C 4.283 32.039 25.366  -0.252
C 5.634 31.589 25.313  -0.279
C 6.625 32.219 26.001  -0.358
C 6.342 33.202 26.871  -0.452
H 2.869 33.228 26.327  0.449
H 3.520 31.667 24.856  0.529
H 5.766 30.731 24.554  0.198
H 7.659 31.898 25.873  0.407
H 7.057 33.903 27.318  0.421
C 2.993 29.863 30.206  -0.640
C 4.023 29.208 31.059  0.318
C 4.120 29.771 32.255  0.096
S 4.059 31.461 31.942  1.162
O 5.377 31.828 31.485  -0.582
O 3.469 32.245 33.025  -0.758
C 2.934 31.407 30.544  -0.646
H 2.072 29.625 30.550  0.506
H 2.954 29.727 29.105  0.121
H 4.968 29.214 30.492  -0.438
H 3.752 28.172 31.186  0.477
H 5.027 29.563 32.974  -0.438
H 3.204 29.387 32.963  0.298
H 3.373 32.183 29.805  0.227
H 1.882 31.696 31.195  0.316

Summary:
Maximum force: 11.78 eV/Å
Relative energy (zero: lowest compared OMol25 entry of this formula, charge and spin): 0.0 kcal/mol
Spin multiplicity: 1
HOMO-LUMO gap: 9.324 eV
Total charge: 0
HOMO level: -8.81 eV



Computed, not measured: a cluster of 2 separate species, C2H3N4 in total at a distorted geometry, with ωB97M-V/def2-TZVPD.

Each line ends with the Mulliken spin population.
Positions of all 9 atoms, in Å:
C 2.035 -1.474 -0.323  0.455
C -1.996 -1.321 0.000  0.000
N -1.150 -0.568 -0.094  0.021
N 1.896 -0.338 -0.003  0.065
N 1.589 0.860 0.064  0.949
N 0.453 1.402 0.006  0.488
H -2.906 -1.957 0.227  0.000
H 0.556 2.441 -0.081  -0.003
H -0.477 0.955 0.204  0.025

Summary:
Expectation value of S²: 2.0183
Maximum force: 4.70 eV/Å
Relative energy (zero: lowest compared OMol25 entry of this formula, charge and spin): 27.6 kcal/mol
Spin multiplicity: 3
HOMO-LUMO gap (spin up / spin down): 10.805 / 7.931 eV
Total charge: +1
HOMO level (spin up / spin down): -14.57 / -17.14 eV